No. 1
# C19H26NO4

The ion C19H26NO4 with charge +1 (ωB97M-V with the def2-TZVPD basis set, the Open Molecules 2025 dataset).

Each line ends with the natural charge from an NBO analysis.
CARTESIAN COORDINATES (ANGSTROEM)
C (-6.43, -0.94, -0.04)  -0.256
O (-5.32, -0.08, -0.22)  -0.484
C (-4.08, -0.60, -0.17)  0.326
C (-3.77, -1.93, 0.09)  -0.316
C (-2.44, -2.32, 0.12)  -0.165
C (-1.42, -1.42, -0.10)  -0.302
C (-1.73, -0.09, -0.37)  0.303
O (-0.65, 0.76, -0.59)  -0.543
C (-0.91, 2.13, -0.80)  -0.090
C (0.43, 2.83, -1.09)  0.075
O (0.26, 4.17, -1.40)  -0.679
C (1.40, 2.68, 0.11)  -0.247
N (1.85, 1.29, 0.32)  -0.442
C (2.33, 1.05, 1.71)  -0.244
C (1.15, 0.79, 2.64)  -0.080
O (0.41, -0.25, 2.03)  -0.730
C (2.89, 0.88, -0.67)  -0.250
C (3.00, -0.62, -0.73)  -0.005
C (1.99, -1.35, -1.35)  -0.245
C (2.05, -2.73, -1.39)  -0.184
C (3.12, -3.40, -0.82)  -0.185
C (4.13, -2.68, -0.21)  -0.196
C (4.07, -1.29, -0.16)  -0.222
C (-3.05, 0.32, -0.39)  -0.306
H (-6.42, -1.39, 0.96)  0.181
H (-7.31, -0.31, -0.15)  0.211
H (-6.45, -1.73, -0.80)  0.184
H (-4.54, -2.66, 0.26)  0.229
H (-2.20, -3.35, 0.33)  0.224
H (-0.38, -1.73, -0.06)  0.228
H (-1.39, 2.57, 0.08)  0.177
H (-1.57, 2.27, -1.67)  0.212
H (0.87, 2.38, -1.98)  0.192
H (-0.28, 4.62, -0.74)  0.476
H (0.90, 3.03, 1.01)  0.218
H (2.27, 3.32, -0.07)  0.240
H (1.01, 0.68, 0.19)  0.532
H (2.94, 0.15, 1.69)  0.246
H (2.93, 1.90, 2.05)  0.230
H (0.53, 1.69, 2.77)  0.169
H (1.54, 0.50, 3.62)  0.204
H (-0.28, -0.57, 2.63)  0.503
H (2.60, 1.26, -1.65)  0.233
H (3.84, 1.33, -0.38)  0.229
H (1.16, -0.84, -1.81)  0.223
H (1.27, -3.29, -1.88)  0.228
H (3.17, -4.47, -0.86)  0.230
H (4.98, -3.19, 0.23)  0.230
H (4.87, -0.74, 0.31)  0.215
H (-3.34, 1.34, -0.60)  0.226

Values from the calculation:
SMILES string: COc1cccc(OC[C@@H](O)C[N@H+](CCO)Cc2ccccc2)c1
Energy relative to the best compared isomer or geometry (same formula, charge and spin) in kJ/mol: 0.00
Gap between HOMO and LUMO in eV: 8.82
Molecular weight in g mol⁻¹: 332.420
Net charge: +1

***

No. 2
# C19H26O18

A cluster of 6 separate species, C19H26O18 in total at a distorted geometry (ωB97M-V with the def2-TZVPD basis set, the Open Molecules 2025 dataset).

Each line ends with the natural charge from an NBO analysis.
CARTESIAN COORDINATES (ANGSTROEM)
C (-1.63, 3.50, -1.10)  -0.102
C (-1.31, 2.91, 0.20)  -0.094
O (-1.15, 4.04, 1.16)  -0.502
C (-1.12, 5.17, 0.40)  0.967
O (-0.82, 6.27, 0.86)  -0.572
O (-1.30, 4.83, -0.86)  -0.478
H (-2.71, 3.36, -1.18)  0.182
H (-0.93, 3.09, -1.82)  0.218
H (-0.43, 2.28, 0.08)  0.188
H (-2.07, 2.19, 0.49)  0.195
C (1.60, 3.76, 3.19)  -0.096
C (2.28, 2.78, 2.25)  -0.093
O (1.63, 1.54, 2.62)  -0.547
C (0.59, 1.70, 3.62)  0.992
O (-0.07, 0.78, 4.20)  -0.599
O (0.47, 3.01, 3.84)  -0.473
H (1.23, 4.51, 2.49)  0.214
H (2.35, 4.20, 3.84)  0.207
H (3.34, 2.76, 2.52)  0.204
H (2.06, 3.20, 1.27)  0.192
C (1.34, -1.94, 1.05)  -0.111
C (0.71, -2.14, 2.42)  -0.110
O (-0.42, -1.45, 2.42)  -0.428
C (-0.75, -0.93, 1.32)  1.014
O (-1.68, -0.06, 1.10)  -0.703
O (0.30, -1.22, 0.43)  -0.516
H (1.79, -2.87, 0.69)  0.212
H (2.22, -1.30, 1.01)  0.215
H (1.22, -1.55, 3.19)  0.230
H (0.40, -3.13, 2.75)  0.200
C (-4.83, -0.32, 1.60)  -0.148
C (-5.77, 0.62, 1.01)  -0.091
O (-6.74, 0.74, 2.04)  -0.380
C (-6.27, 0.31, 3.19)  0.954
O (-6.79, 0.57, 4.32)  0.033
O (-5.10, -0.31, 3.03)  -0.369
H (-3.93, 0.17, 1.22)  0.285
H (-4.88, -1.27, 1.06)  0.237
H (-6.40, 0.25, 0.21)  0.253
H (-5.33, 1.61, 0.88)  0.220
C (4.24, -4.37, -3.57)  -0.086
C (4.84, -5.27, -2.34)  -0.112
O (4.93, -4.35, -1.24)  -0.459
C (4.39, -3.23, -1.52)  0.981
O (4.32, -2.28, -0.76)  -0.610
O (3.86, -3.20, -2.80)  -0.517
H (3.48, -4.91, -4.15)  0.203
H (5.02, -4.07, -4.27)  0.189
H (5.77, -5.54, -2.85)  0.210
H (4.22, -6.16, -2.20)  0.203
C (-0.57, -1.98, -2.44)  -0.644
C (-0.19, -0.48, -2.48)  0.072
C (1.41, -0.28, -2.39)  -0.096
O (1.58, 0.60, -3.51)  -0.492
C (0.47, 0.67, -4.28)  0.961
O (0.47, 1.25, -5.36)  -0.580
O (-0.58, 0.08, -3.69)  -0.487
H (-1.66, -2.07, -2.39)  0.215
H (-0.25, -2.66, -1.65)  0.228
H (-0.10, -2.56, -3.24)  0.228
H (-0.61, 0.18, -1.73)  0.182
H (2.03, -1.11, -2.72)  0.205
H (1.80, 0.10, -1.45)  0.203

Values from the calculation:
⟨S²⟩: 0.754
Spin multiplicity: 2
Gap between HOMO and LUMO (spin up / spin down) in eV: 8.10 / 2.44
Molecular weight in g mol⁻¹: 542.399
Net charge: +1

***

No. 3
# C19H27Cl2IN2O9P2

A cluster of 3 separate species, C19H27Cl2IN2O9P2 in total at a distorted geometry (ωB97M-V with the def2-TZVPD basis set, the Open Molecules 2025 dataset).

Each line ends with the natural charge from an NBO analysis.
CARTESIAN COORDINATES (ANGSTROEM)
C (-1.91, -2.02, -0.54)  -0.679
C (-1.26, -1.75, -2.05)  0.019
Cl (-1.92, -2.63, -3.56)  -0.025
C (-0.12, -0.76, -2.19)  -0.093
Cl (0.73, -0.33, -3.78)  0.005
C (0.39, -0.06, -0.77)  -0.050
C (1.80, -0.62, -0.05)  -0.191
C (2.18, 0.14, 1.38)  0.003
C (3.54, -0.40, 2.14)  -0.545
C (3.09, -1.54, 3.27)  0.431
O (3.01, -1.29, 4.59)  -0.521
I (2.57, -3.56, 2.47)  0.083
C (1.26, 1.35, 2.05)  0.116
N (1.74, 1.91, 3.36)  -0.386
C (0.84, 2.99, 3.90)  -0.025
C (-0.47, 3.51, 3.09)  -0.015
N (-1.00, 2.99, 1.78)  -0.367
C (-0.09, 1.89, 1.32)  0.136
C (-0.50, 1.15, -0.12)  -0.194
H (-2.77, -2.84, -0.56)  0.267
H (-2.43, -1.03, -0.13)  0.242
H (-1.09, -2.31, 0.26)  0.254
H (2.45, -1.47, -0.53)  0.268
H (4.26, -0.91, 1.36)  0.258
H (4.10, 0.52, 2.64)  0.276
H (1.13, 3.46, 4.95)  0.245
H (-1.11, 4.37, 3.62)  0.231
H (-1.48, 1.46, -0.72)  0.262
C (-5.11, -3.79, -3.86)  -0.252
O (-6.20, -4.59, -3.43)  -0.822
P (-5.92, -5.63, -2.23)  2.549
O (-4.71, -5.35, -1.40)  -1.085
O (-5.92, -7.07, -2.97)  -0.813
C (-4.79, -7.41, -3.73)  -0.260
O (-7.31, -5.63, -1.42)  -0.789
C (-8.48, -6.06, -2.08)  -0.255
H (-4.39, -4.41, -4.40)  0.175
H (-5.49, -3.02, -4.53)  0.194
H (-4.63, -3.30, -3.01)  0.206
H (-3.87, -7.07, -3.26)  0.202
H (-4.87, -6.97, -4.73)  0.177
H (-4.75, -8.50, -3.83)  0.198
H (-8.50, -7.15, -2.13)  0.189
H (-8.54, -5.65, -3.09)  0.189
H (-9.35, -5.72, -1.52)  0.196
C (2.79, 5.30, 1.19)  -0.253
O (3.95, 6.09, 1.36)  -0.822
P (5.30, 5.57, 0.66)  2.547
O (5.11, 4.60, -0.47)  -1.079
O (6.19, 5.03, 1.88)  -0.813
C (5.84, 3.79, 2.45)  -0.260
O (6.04, 6.94, 0.24)  -0.789
C (6.42, 7.84, 1.27)  -0.255
H (2.88, 4.37, 1.75)  0.178
H (1.93, 5.86, 1.56)  0.191
H (2.62, 5.08, 0.13)  0.207
H (5.52, 3.08, 1.68)  0.199
H (5.04, 3.93, 3.18)  0.180
H (6.71, 3.37, 2.96)  0.198
H (7.33, 7.49, 1.75)  0.188
H (5.62, 7.95, 2.01)  0.188
H (6.61, 8.82, 0.82)  0.196

Values from the calculation:
SMILES string: C/C(Cl)=C(/Cl)c1cc(CC(=O)I)c2nccnc2c1.COP(=O)(OC)OC.COP(=O)(OC)OC
Gap between HOMO and LUMO in eV: 7.01
Molecular weight in g mol⁻¹: 687.188

***

No. 4
# C19H27Cl3FeNO4SSi2

A structure of composition C19H27Cl3FeNO4SSi2 at a distorted geometry (ωB97M-V with the def2-TZVPD basis set, the Open Molecules 2025 dataset).

Each line ends with the natural charge from an NBO analysis.
CARTESIAN COORDINATES (ANGSTROEM)
Fe (0.96, -0.14, -0.45)  1.532
Cl (6.72, 4.17, -0.82)  -0.037
C (5.17, 3.39, -1.05)  -0.051
C (5.11, 2.01, -1.16)  -0.248
C (3.88, 1.42, -1.33)  -0.131
Cl (3.75, -0.29, -1.49)  0.044
C (2.65, 2.12, -1.35)  0.376
O (1.49, 1.53, -1.45)  -0.893
C (2.80, 3.52, -1.30)  -0.111
Cl (1.37, 4.50, -1.46)  -0.001
C (4.02, 4.15, -1.13)  -0.253
H (6.01, 1.41, -1.14)  0.236
H (4.07, 5.23, -1.07)  0.232
C (-4.05, -1.96, -0.46)  -1.123
Si (-2.17, -1.86, -0.62)  1.719
C (-1.81, -1.92, -2.47)  -1.115
C (-1.57, -3.50, 0.09)  -1.129
C (-1.40, -0.34, 0.10)  -1.398
C (-0.81, -0.31, 1.42)  0.232
C (-1.22, -1.08, 2.54)  -0.310
C (-0.59, -0.92, 3.75)  -0.151
C (0.46, 0.00, 3.89)  -0.334
C (0.83, 0.70, 2.76)  0.103
N (0.23, 0.56, 1.58)  -0.597
Si (-1.82, 1.33, -0.64)  1.715
C (-1.17, 2.81, 0.28)  -1.121
C (-1.45, 1.54, -2.47)  -1.133
C (-3.70, 1.52, -0.51)  -1.120
H (-4.40, -2.92, -0.85)  0.219
H (-4.55, -1.17, -1.02)  0.226
H (-4.38, -1.88, 0.59)  0.223
H (-1.92, -2.94, -2.86)  0.227
H (-0.79, -1.59, -2.67)  0.233
H (-2.49, -1.28, -3.03)  0.224
H (-2.14, -4.31, -0.37)  0.224
H (-1.69, -3.58, 1.17)  0.218
H (-0.52, -3.63, -0.16)  0.256
H (-2.06, -1.75, 2.43)  0.214
H (-0.91, -1.50, 4.61)  0.204
H (0.97, 0.14, 4.83)  0.211
H (1.65, 1.40, 2.79)  0.194
H (-0.09, 2.90, 0.17)  0.251
H (-1.39, 2.74, 1.35)  0.228
H (-1.63, 3.72, -0.12)  0.222
H (-0.42, 1.26, -2.72)  0.249
H (-1.56, 2.59, -2.74)  0.231
H (-2.13, 0.95, -3.10)  0.222
H (-4.04, 1.28, 0.50)  0.224
H (-4.23, 0.86, -1.21)  0.217
H (-4.02, 2.55, -0.74)  0.219
C (1.48, -3.46, 1.78)  -0.898
S (2.26, -2.47, 0.54)  2.395
O (2.40, -1.12, 1.12)  -1.043
O (3.49, -3.14, 0.20)  -0.977
O (1.30, -2.34, -0.60)  -1.069
H (2.18, -3.52, 2.61)  0.239
H (1.28, -4.44, 1.35)  0.237
H (0.56, -2.96, 2.08)  0.246

Values from the calculation:
⟨S²⟩: 6.010
Spin multiplicity: 5
Gap between HOMO and LUMO (spin up / spin down) in eV: 7.08 / 7.38
Molecular weight in g mol⁻¹: 583.871
Net charge: -1

***

Which of these has the highest molecular weight? C19H27Cl2IN2O9P2

***

The highest molecular weight belongs to which entry? C19H27Cl2IN2O9P2